(1)
CH8O4 | ωB97M-V with the def2-TZVPD basis set

As for the largest force on an atom: 0.6 eV/A. As for the HOMO energy: -10.3 eV. The gap between HOMO and LUMO is 11.05 eV. Its charge is 0. The LUMO energy comes out at 0.8 eV. The SMILES is C=O.O.O.O.

The geometry in XYZ format:
```
13
Properties=species:S:1:pos:R:3:nbo_charge:R:1
C 1.32497 -2.27063 0.84698 0.284
O 0.47706 -2.22003 -0.00018 -0.512
H 2.03655 -1.44366 0.99117 0.125
H 1.40711 -3.14158 1.51586 0.104
O -1.48562 2.27869 0.51291 -0.950
H -1.83165 1.52987 1.01083 0.478
H -1.64312 2.02029 -0.40244 0.495
O -1.20560 0.20935 -1.65537 -0.975
H -1.17995 -0.45498 -2.34663 0.483
H -0.41922 0.06288 -1.11633 0.492
O 1.15310 1.25647 0.32623 -0.987
H 0.25506 1.62158 0.26943 0.489
H 1.72078 1.96126 0.65339 0.474
```

(2)
CH8O5 | ωB97M-V with the def2-TZVPD basis set

As for the largest force on an atom: 5.2 eV/A. As for the HOMO energy: -11.3 eV. The gap between HOMO and LUMO is 11.78 eV. Its charge is 0. The LUMO energy comes out at 0.5 eV. The SMILES is O=CO.O.O.O.

The geometry in XYZ format:
```
14
Properties=species:S:1:pos:R:3:nbo_charge:R:1
O 0.06621 -0.72171 -1.81658 -0.591
C -1.15388 -0.59174 -1.60976 0.651
O -1.85187 0.19789 -0.70873 -0.683
H -1.91537 -1.23822 -2.14422 0.127
H -1.44167 0.43636 0.06578 0.498
O -1.82100 0.89249 2.29161 -0.973
H -0.91696 0.52231 2.20695 0.496
H -1.81338 1.52412 2.97207 0.473
O 0.63775 0.59659 0.82632 -0.974
H 0.06028 0.56912 0.05508 0.446
H 1.36687 -0.00259 0.46992 0.509
O 2.73601 -0.34520 -0.84969 -0.938
H 3.48103 -0.73561 -0.30396 0.471
H 2.56598 -1.10382 -1.45480 0.486
```

(3)
CH8O5 | ωB97M-V with the def2-TZVPD basis set

As for the expectation value of S²: 0.755. As for the largest force on an atom: 1.6 eV/A. Its spin multiplicity is 2. As for the HOMO energy (spin up / spin down): -15.4 / -15.4 eV. The gap between HOMO and LUMO (spin up / spin down) is 10.64 / 5.52 eV. Its charge is +1. The LUMO energy (spin up / spin down) comes out at -4.8 / -9.9 eV.

The geometry in XYZ format:
```
14
Properties=species:S:1:pos:R:3:mulliken_spin:R:1
O 0.63546 -1.46622 1.69065 0.901
C 0.81586 -0.60010 2.57124 -0.020
O 0.39544 0.57558 2.55270 0.048
H 1.38936 -0.87166 3.47622 0.061
H -0.01172 0.90409 1.63600 0.005
H -0.62292 1.32667 -0.30735 0.000
H -1.54045 2.12854 0.65063 0.000
O -0.74184 1.59504 0.63747 0.004
H 0.20993 1.43614 -2.50412 0.000
H -0.24113 0.04358 -2.06915 0.000
O -0.44987 0.99555 -1.95306 0.001
H -0.48050 -2.33730 -2.63672 0.000
H 0.50091 -2.03697 -1.46016 0.000
O 0.14146 -1.69296 -2.28434 0.000
```

(4)
CH8P2Si2 | ωB97M-V with the def2-TZVPD basis set

As for the largest force on an atom: 4.4 eV/A. As for the HOMO energy: -8.8 eV. The gap between HOMO and LUMO is 7.70 eV. Its charge is 0. The LUMO energy comes out at -1.1 eV.

The geometry in XYZ format:
```
13
Properties=species:S:1:pos:R:3:nbo_charge:R:1
C 0.01604 0.04807 -0.05586 -1.446
Si -1.29229 -1.33810 -0.25199 0.895
Si -0.51835 1.92033 0.45660 0.884
P 2.75505 -1.11024 -0.49296 -0.034
P 1.39585 -0.66785 1.07038 0.348
H 0.56378 0.07681 -1.36594 0.279
H -0.78428 -2.68445 -0.84382 -0.125
H -1.99761 -0.63550 -1.39877 -0.169
H -2.26450 -1.42293 0.70357 -0.177
H -1.48621 2.32020 -0.57387 -0.143
H -0.94301 2.20100 1.98881 -0.126
H 0.74107 2.65328 0.32365 -0.160
H 3.81446 -1.36060 0.44020 -0.027
```

Here are the calculated energy above the lowest of the compared OMol25 structures with the same formula, charge and spin numbers, same order: 13.3; 118.4; 0.0; 87.0 (kJ/mol).